No. 1
{"formula": "C15H15N3ORbSSbSe4", "method": "ωB97M-V with the def2-TZVPD basis set", "symbols": ["S", "C", "Se", "C", "O", "C", "Se", "C", "C", "Sb", "C", "C", "H", "N", "C", "H", "H", "H", "H", "C", "H", "H", "C", "H", "C", "H", "C", "H", "Rb", "C", "N", "H", "Se", "N", "H", "H", "H", "Se", "C", "H", "C"], "xyz": [[-0.194772, 3.844000, 0.061154], [-5.468386, -0.310711, -0.291086], [3.388325, 0.106971, -3.177864], [-1.886100, 3.629531, 0.011666], [-1.622302, -1.706418, 0.088642], [2.550498, -2.817460, 0.507340], [6.134334, -0.526465, -6.267629], [-2.827808, -1.256560, -0.066992], [-4.536720, 0.375873, 0.481262], [5.789837, -0.972680, -3.951847], [-3.731698, -1.790206, -1.018017], [-2.258780, 0.605483, 1.457439], [4.609632, -1.125691, 0.523253], [-2.714917, 4.383057, -0.835612], [1.583655, -1.004024, 1.934113], [3.205418, -3.487242, 1.079979], [-1.536008, 0.106205, 2.098367], [-3.351943, -2.616890, -1.629114], [1.517981, -3.213547, 0.565967], [3.717282, 0.639111, 1.518499], [-4.813188, 1.247881, 1.182778], [2.830154, -2.862628, -0.591592], [2.564704, 1.142682, 2.189290], [4.499519, 1.300352, 1.233129], [-5.067166, -1.362210, -1.106630], [-2.128555, 4.850735, -1.519871], [2.618756, -1.494138, 1.142111], [-3.502288, 3.792788, -1.078827], [0.199259, 0.354465, -0.342495], [3.750761, -0.661832, 0.958455], [-1.895411, 1.864798, 1.505571], [-5.676210, -1.886366, -1.822765], [3.608237, -2.186606, -3.275247], [-2.619820, 2.750459, 0.713679], [0.685998, -1.662127, 1.969168], [0.648884, 0.624122, 2.964550], [2.542896, 2.189814, 2.460072], [7.532382, -1.249096, -2.226450], [-3.248157, -0.122294, 0.674409], [-6.414271, 0.211242, -0.511104], [1.515988, 0.295620, 2.392253]], "atomic_forces_ev_per_a": [[0.374, 0.242, -0.387], [-1.050, 1.463, -0.887], [0.845, 1.157, -0.070], [-1.629, -1.692, 1.701], [-0.231, -0.030, -0.332], [-0.453, -1.454, -0.938], [0.018, -0.102, 0.120], [1.378, -0.245, 0.133], [-0.126, 0.545, 2.190], [-0.726, 0.049, 1.152], [-0.889, -0.536, -0.010], [1.363, 1.825, 1.105], [0.546, 0.374, -0.653], [1.096, 0.106, 0.587], [-1.179, -1.519, -0.945], [-0.066, -0.199, -0.372], [-0.445, -0.956, -0.004], [-0.204, 0.262, 0.176], [0.470, 0.092, 0.061], [-1.162, -0.907, -0.787], [0.203, -1.244, -1.665], [-0.023, 0.333, 1.389], [1.995, -0.087, -1.043], [0.690, 0.509, 0.218], [2.148, -0.412, 0.388], [-0.706, -0.295, -0.260], [0.800, 1.843, 0.277], [0.116, 0.492, -0.510], [-0.178, 0.363, -0.585], [-1.513, 0.463, 1.729], [-0.883, -0.563, -0.769], [-0.541, 0.204, -0.098], [0.650, -1.333, -0.441], [0.841, 0.419, -0.949], [0.543, 0.594, 0.359], [0.037, 0.015, -0.313], [-0.127, -0.061, 0.138], [-0.801, 0.205, -0.759], [-0.881, 0.783, -0.669], [0.172, -0.565, 0.419], [-0.471, -0.139, 1.303]], "mulliken_charge": [-0.52, -0.77, -0.22, 0.23, -0.82, -1.10, -0.57, 0.09, -0.29, 0.67, -0.61, -0.80, 0.52, -0.58, -0.72, 0.31, 0.47, 0.35, 0.31, -0.55, 0.25, 0.07, -0.35, 0.39, -0.24, 0.22, 1.33, 0.26, 0.86, -0.59, -0.21, 0.36, -0.29, -0.56, 0.14, 0.24, 0.41, -0.57, 1.05, 0.23, -0.40], "relative_energy_kj_mol": 73.2, "homo_energy_ev": -1.97, "gap_ev": 4.9, "lumo_energy_ev": 3.0, "total_charge": -2, "energy_ev": -301732.23134}

=====

No. 2
{"formula": "C15H15N6O11V2", "method": "ωB97M-V with the def2-TZVPD basis set", "symbols": ["H", "V", "C", "H", "N", "N", "O", "C", "V", "C", "H", "O", "O", "O", "C", "O", "C", "N", "H", "H", "C", "H", "C", "C", "H", "H", "H", "C", "C", "C", "C", "O", "C", "H", "O", "H", "H", "O", "C", "N", "O", "N", "H", "H", "O", "C", "N", "H", "O"], "xyz": [[-3.124805, 0.177734, 1.864922], [2.244395, -3.055976, -0.890418], [1.417555, 3.734054, -1.148708], [0.788535, -2.249946, 4.105312], [0.826815, -0.363966, -5.858368], [2.333265, -2.231756, 1.096122], [1.808515, -0.435556, -6.530228], [-0.821925, 3.542944, 0.430642], [0.502285, 1.487034, -3.353648], [-6.205805, -2.058116, 1.365262], [2.123135, 5.096464, 0.287982], [-0.898405, -0.241716, -0.143398], [-0.413915, -0.066186, -2.115398], [0.303125, -1.778016, -1.068958], [1.606925, -2.180446, 3.404012], [3.095375, -1.027826, -1.543968], [-0.673595, 2.956774, -0.830868], [-0.333565, -0.781356, -1.085068], [-1.509325, 2.379744, -1.198288], [-2.858685, -2.179326, 0.981072], [1.278665, 4.458444, 0.073042], [3.044035, -1.513446, 4.890492], [3.493135, -1.712606, 1.529852], [-5.291965, -0.038336, 2.040572], [4.283665, -1.475186, 0.833372], [4.751445, -0.898926, 3.080952], [-5.665775, 0.942084, 2.296372], [2.839255, -1.663276, 3.840722], [3.765495, -1.271056, 2.844682], [-3.817785, -1.782766, 1.279842], [-3.991865, -0.451246, 1.727162], [3.990295, 0.815034, -0.878058], [-4.943145, -2.614386, 1.031032], [0.422215, -2.736996, 1.635022], [2.341685, 0.909804, -2.249838], [-4.769845, -3.591416, 0.604672], [-1.704505, 3.215964, 0.960312], [1.282235, 2.462674, -4.304758], [0.189655, 4.290394, 0.928232], [3.172515, 0.220964, -1.612028], [-0.286405, -0.094956, -6.505108], [-6.355665, -0.842306, 1.867942], [0.005985, 4.694954, 1.912612], [-7.053185, -2.627206, 1.012432], [0.802635, -0.203796, -4.683058], [1.363175, -2.412076, 2.053842], [0.463565, 2.972694, -1.607048], [2.401295, 3.699674, -1.593098], [3.779285, -3.477246, -0.778168]], "atomic_forces_ev_per_a": [[-0.047, 0.193, -0.029], [4.284, 3.026, 1.781], [1.153, 1.196, 2.148], [-0.020, -0.443, 0.008], [0.885, 2.656, -3.448], [-0.037, -0.640, 0.734], [-0.612, -1.113, -0.227], [-0.768, -2.122, -2.077], [3.090, 1.365, 1.609], [1.607, -0.722, -1.065], [-0.031, -0.002, 0.392], [0.437, -2.154, 1.137], [0.792, 0.309, -3.555], [2.650, -4.929, 0.104], [-0.088, 0.558, -0.484], [-0.428, -1.728, -0.744], [0.057, -0.369, -0.173], [-2.866, 6.632, 1.497], [0.048, -0.185, -0.165], [0.328, 0.225, 0.211], [0.690, -0.263, -0.638], [-0.072, 0.057, 0.051], [0.916, 1.543, 0.579], [-0.570, -1.038, -0.733], [-0.181, -0.400, -0.539], [-0.096, 0.234, -0.070], [0.919, 0.384, 0.402], [0.259, 0.545, -1.551], [-1.369, -2.215, 0.108], [-1.534, -0.030, -0.440], [-0.349, -1.008, 0.193], [-1.297, -1.351, -1.962], [0.772, 2.143, 1.095], [-0.274, -0.054, 0.445], [-0.642, 0.060, -1.193], [-0.415, -0.075, 0.019], [-0.121, 0.523, 0.194], [-1.664, -1.563, 1.162], [0.702, 0.719, -0.350], [0.744, 1.999, 3.405], [0.300, -0.879, 0.097], [-0.103, -0.196, -0.292], [0.817, 0.443, 0.047], [-0.579, 0.128, 0.619], [-0.699, -0.562, 3.500], [0.713, 0.063, -0.468], [-2.952, -1.404, -0.159], [-0.107, 0.210, -0.468], [-4.246, 0.237, -0.708]], "mulliken_spin": [0.00, 1.41, 0.01, 0.00, -0.04, -0.04, 0.15, 0.00, 1.28, 0.00, 0.00, 0.00, 0.00, 0.00, -0.01, 0.01, 0.00, 0.00, -0.01, 0.00, 0.00, 0.00, 0.01, 0.00, 0.00, 0.00, 0.00, 0.01, 0.00, 0.00, 0.00, 0.01, 0.00, 0.00, 0.00, 0.00, 0.00, -0.28, 0.00, 0.00, 0.84, 0.00, 0.00, 0.00, 0.06, 0.00, -0.01, 0.00, -0.39], "homo_energy_ev": [-13.13, -13.13], "gap_ev": [3.9, 2.9], "lumo_energy_ev": [-9.3, -10.3], "spin_multiplicity": 4, "total_charge": 2, "energy_ev": -98605.18849}